Formula: C32H27Cl33F6N2O6
Source: OMol25
Level of theory: wB97M-V/def2-TZVPD

Values from the calculation:
Charge   0
Gap between HOMO and LUMO   7.118 eV
LUMO   -0.0858 Ha
E_tot   -17581.13714 Eh
Maximum force   10.0 eV/A

Atoms and positions in Å:
C -0.37548 0.66022 -4.62642
C -0.18718 -0.24439 -3.53794
C 0.02314 -0.80762 -1.99299
C -1.34737 -0.96472 -1.05116
C -2.84361 -0.58343 -1.69232
C -4.07062 -1.43694 -0.95406
C -5.56000 -1.09601 -1.55632
C -6.21159 0.26794 -0.85300
N -7.55158 0.66427 -1.50148
C -7.81136 2.08259 -0.96962
C -7.94299 3.32324 -2.07479
O -7.96052 2.33541 0.34775
C -1.27274 -1.53232 0.51965
C 0.23508 -1.91631 1.08471
C 1.59045 -1.75660 0.12993
C 1.51973 -1.19722 -1.44010
C 2.92195 -1.12793 -2.28769
O 3.68670 -2.25509 -2.26487
C 3.49174 0.15369 -3.13748
F 4.90974 -0.19471 -3.52626
F 2.78527 0.35931 -4.45731
C 3.41436 1.59480 -2.35993
F 1.99540 2.04663 -2.20352
F 4.14046 2.58421 -3.24142
C 4.17435 1.64628 -0.90865
F 5.30644 0.70385 -0.75590
F 3.18221 1.56745 0.19629
C 4.83851 3.17732 -0.79809
O 6.17779 3.39233 -0.74301
O 3.87431 4.30191 -0.80597
C 2.86529 -2.27861 1.01857
O 4.18425 -2.26183 0.81085
N 2.17679 -2.90790 2.24185
C 0.73334 -2.50602 2.53150
O 0.01494 -2.54765 3.65627
H -0.43317 1.48581 -5.48613
H -3.03957 0.57331 -1.72144
H -2.82396 -0.97017 -2.81942
H -3.91034 -2.60514 -1.07292
H -4.06137 -1.08121 0.17194
H -6.28200 -1.98506 -1.22092
H -5.61720 -1.05955 -2.72828
H -6.47755 0.08520 0.29469
H -5.47595 1.18510 -0.87209
H -8.32494 0.04626 -1.16962
H -8.83873 3.05948 -2.78238
H -6.96627 3.36524 -2.71958
H -8.10236 4.30776 -1.44589
H -2.23057 -1.68431 1.19868
H 4.40132 5.15024 -1.01389
H 2.67746 -2.56894 3.11325
Cl 2.17947 -4.93886 6.72470
C 0.53966 -5.04666 6.06203
Cl 0.40217 -6.43044 4.96404
Cl -0.65221 -5.16738 7.36747
H 0.33728 -4.13499 5.49410
Cl 6.63605 6.01909 -2.87004
C 8.38691 5.82710 -2.67684
Cl 9.25263 6.69024 -3.95938
Cl 8.90352 6.40119 -1.08220
H 8.62725 4.76369 -2.75455
Cl -2.17008 -9.91302 2.96941
C -0.95851 -9.80872 4.25818
Cl -1.09248 -11.19640 5.35170
Cl 0.67240 -9.71205 3.57252
H -1.14497 -8.89801 4.83306
Cl -8.62053 6.69462 -2.26898
C -10.26034 6.58682 -2.93165
Cl -10.39783 5.20304 -4.02964
Cl -11.45221 6.46610 -1.62621
H -10.46272 7.49850 -3.49958
Cl -4.37744 -8.94062 8.34203
C -2.62657 -9.13260 8.53523
Cl -1.76086 -8.26946 7.25270
Cl -2.10997 -8.55852 10.12987
H -2.38623 -10.19602 8.45753
Cl 8.22256 10.38570 -3.24744
C 9.97343 10.19371 -3.05424
Cl 10.83914 11.05685 -4.33678
Cl 10.49003 10.76779 -1.45960
H 10.21377 9.13030 -3.13194
Cl 13.07261 6.84888 -2.93359
C 12.54487 5.21464 -3.37001
Cl 13.70000 4.46486 -4.48486
Cl 12.34356 4.21766 -1.91921
H 11.57789 5.28831 -3.87418
Cl -7.07744 -7.76779 1.54033
C -5.32657 -7.95978 1.73353
Cl -4.46086 -7.09664 0.45100
Cl -4.80997 -7.38569 3.32817
H -5.08623 -9.02319 1.65582
Cl -1.22172 3.26526 -6.93254
C -1.97300 4.67272 -6.16159
Cl -2.49984 5.84351 -7.38268
Cl -3.33837 4.17258 -5.14919
H -1.22815 5.15350 -5.52230
Cl 1.22726 3.95927 -5.02481
C 1.96209 5.56793 -4.91555
Cl 1.72354 6.46461 -6.42499
Cl 1.28995 6.46714 -3.54479
H 3.03610 5.44550 -4.75379
Cl -1.35251 -6.85024 14.51349
C -2.07662 -8.32199 13.84318
Cl -0.93980 -9.67713 13.94614
Cl -3.58659 -8.71126 14.68448
H -2.30555 -8.14385 12.78938

Formula: C32H27Cl3F5N4O2STi
Source: OMol25
Level of theory: wB97M-V/def2-TZVPD

Values from the calculation:
Charge   -1
Gap between HOMO and LUMO (spin up / spin down)   4.528 / 6.794 eV
Energy above the lowest of the compared OMol25 structures with the same formula, charge and spin   48.50 kJ/mol
2S+1   3
Expectation value of S²   2.023
LUMO (spin up / spin down)   0.0802 / 0.0801 Ha
E_tot   -4732.75817 Eh
Maximum force   0.9 eV/A

Atoms and positions in Å:
Ti 0.16475 0.10795 0.11846
C 1.27075 3.04282 -0.66535
N 0.28490 2.65652 0.35569
C -1.03454 3.19564 0.02243
C -1.78272 2.30243 -0.92476
C -2.55454 2.79347 -1.96752
C -3.34124 1.90023 -2.68099
C -3.37737 0.58316 -2.28408
C -2.54873 0.18691 -1.23816
N -1.70862 1.01073 -0.62409
C 0.73254 3.02258 1.70359
C 1.41012 1.90751 2.44932
C 2.36278 2.17090 3.41906
C 2.76574 1.13797 4.24880
C 2.17669 -0.10166 4.09794
C 1.26329 -0.28966 3.07197
N 0.91579 0.68907 2.22477
C 2.41618 2.09911 -0.70128
C 3.72395 2.50641 -0.84867
C 4.70728 1.55948 -1.11979
C 4.28682 0.24419 -1.31207
C 2.96622 -0.09494 -1.12928
N 2.01418 0.79838 -0.72599
H 1.60324 4.07858 -0.51772
H 0.75453 2.97961 -1.62928
H -0.97526 4.21556 -0.37956
H -1.62005 3.23049 0.94177
H -2.53516 3.85166 -2.19270
H -3.93090 2.24107 -3.52445
H -4.01247 -0.15020 -2.76070
H -2.55261 -0.82594 -0.86230
H -0.15408 3.27722 2.28713
H 1.37789 3.90842 1.68274
H 2.75524 3.17446 3.52301
H 3.51497 1.30806 5.01283
H 2.42746 -0.93772 4.73626
H 0.78389 -1.24127 2.89299
H 3.95356 3.56392 -0.78113
H 5.74633 1.84351 -1.22432
H 4.97978 -0.53561 -1.60193
H 2.61101 -1.09550 -1.31333
F -5.18584 0.95190 5.53133
C -4.37408 0.41104 4.60388
C -3.64316 1.20802 3.75143
F -3.74577 2.54826 3.84358
C -2.81055 0.64199 2.79682
F -2.16102 1.53851 1.99808
C -2.64722 -0.72580 2.63343
S -1.60044 -1.52635 1.47001
C -3.41691 -1.49296 3.51323
F -3.36888 -2.83314 3.46089
C -4.25545 -0.95717 4.47475
F -4.96180 -1.76253 5.28784
C 0.79565 -3.64177 -3.81627
C -0.38852 -2.66739 -3.74068
C -1.66486 -3.46013 -3.42315
C -0.55367 -1.94036 -5.07958
C -0.15433 -1.69388 -2.65965
C -0.02517 -0.91206 -1.72829
H 0.62053 -4.39642 -4.59115
H 0.93900 -4.13623 -2.85427
H 1.71462 -3.10192 -4.05684
H -1.85481 -4.20603 -4.20298
H -2.52656 -2.78975 -3.36544
H -1.56363 -3.96596 -2.46219
H -0.74701 -2.65961 -5.88306
H 0.34956 -1.37773 -5.32390
H -1.38694 -1.23567 -5.03203
Cl 3.93563 -2.08204 1.59799
C 2.88556 -3.33572 0.90944
Cl 2.52593 -4.53117 2.19226
Cl 3.76942 -4.12907 -0.43027
C 1.51435 -2.81154 0.36672
O 0.83660 -3.64972 -0.18748
O 1.30821 -1.59315 0.62624

Formula: C32H27ClNO2P2Pd
Source: OMol25
Level of theory: wB97M-V/def2-TZVPD

Values from the calculation:
Charge   +3
Gap between HOMO and LUMO (spin up / spin down)   8.362 / 4.394 eV
Energy above the lowest of the compared OMol25 structures with the same formula, charge and spin   74.93 kJ/mol
2S+1   5
Expectation value of S²   6.058
LUMO (spin up / spin down)   -0.3076 / -0.4626 Ha
E_tot   -2710.55739 Eh
Maximum force   2.4 eV/A

Atoms and positions in Å:
Pd 1.21250 0.25121 0.43766
C -2.85811 0.22475 -1.04843
N -1.69581 0.18830 -0.16425
P -0.86402 1.63822 0.18654
C -2.19938 2.86550 0.43394
C -2.26541 3.99735 -0.36572
C -3.32319 4.88284 -0.20646
C -4.29005 4.63155 0.75655
C -4.20446 3.50782 1.56405
C -3.15459 2.61566 1.42206
C -0.17136 1.34587 1.89155
C 0.77317 2.31837 2.30287
C 1.17761 2.37917 3.62696
C 0.66219 1.47671 4.55137
C -0.24497 0.49737 4.15405
C -0.66693 0.42201 2.83720
P -0.67068 -1.21368 -0.11998
C -1.80758 -2.58356 0.25715
C -2.52047 -3.21459 -0.76637
C -3.43546 -4.19973 -0.43772
C -3.62338 -4.58540 0.88176
C -2.89132 -3.97916 1.89361
C -1.97529 -2.98910 1.58019
C -0.05437 -1.45088 -1.81476
C 0.30102 -2.74679 -2.20910
C 0.77836 -2.96472 -3.48713
C 0.93732 -1.89615 -4.36237
C 0.62438 -0.60205 -3.95878
C 0.15453 -0.36830 -2.68000
H -3.63594 0.85891 -0.62254
H -3.25677 -0.78275 -1.15988
H -2.59516 0.61275 -2.03586
H -1.50328 4.18887 -1.10681
H -3.38744 5.76149 -0.83002
H -5.11002 5.32287 0.88389
H -4.95692 3.32347 2.31793
H -3.08032 1.74678 2.05889
H 1.11207 3.06462 1.58785
H 1.88105 3.13486 3.94508
H 0.95911 1.54413 5.58772
H -0.63076 -0.19633 4.88759
H -1.42421 -0.29600 2.54116
H -2.36689 -2.93303 -1.79797
H -4.01280 -4.66832 -1.22205
H -4.32578 -5.37002 1.12140
H -3.02651 -4.28985 2.91766
H -1.36980 -2.54760 2.35922
H 0.18199 -3.57318 -1.52102
H 1.02793 -3.96494 -3.80678
H 1.32537 -2.06510 -5.35533
H 0.74427 0.21823 -4.64777
H -0.08231 0.64580 -2.36414
Cl 8.58704 -0.08448 -1.25975
C 6.92155 -0.26462 -1.05100
C 6.33482 -1.55178 -1.13872
C 4.99979 -1.71763 -0.95792
C 4.12184 -0.61565 -0.64046
O 2.91310 -0.84909 -0.41191
C 4.73429 0.70922 -0.60377
C 3.90900 1.87452 -0.36690
O 2.69241 1.90608 -0.23604
C 6.10219 0.84730 -0.79755
H 6.96390 -2.40450 -1.34634
H 4.53153 -2.68828 -1.02043
H 4.45383 2.83158 -0.30411
H 6.56356 1.82308 -0.75978